Arrangement w

Here is a cluster of 12 separate species, C24H72O12S12 in total from the OMol25 dataset. Energies are from wB97M-V/def2-TZVPD.

Output
- Kohn-Sham gap: 7.456 eV
- E_HOMO: -7.79 eV

CARTESIAN COORDINATES (ANGSTROEM)
C1 6.156 -1.704 -4.291
S1 7.129 -1.603 -5.817
O1 6.326 -2.053 -7.031
C2 7.277 0.193 -6.031
H1 5.180 -1.225 -4.262
H2 6.718 -1.201 -3.498
H3 6.133 -2.762 -4.048
H4 7.537 0.346 -7.082
H5 8.123 0.590 -5.473
H6 6.332 0.731 -5.945
C3 5.628 9.924 0.353
S2 5.984 8.202 0.527
O2 5.359 7.740 1.817
C4 4.836 7.484 -0.717
H7 5.725 10.208 -0.695
H8 6.335 10.416 1.017
H9 4.600 10.151 0.640
H10 4.940 7.977 -1.681
H11 3.837 7.632 -0.316
H12 5.141 6.447 -0.788
C5 3.563 3.095 -8.210
S3 1.877 3.446 -7.624
O3 2.026 4.116 -6.276
C6 1.439 4.766 -8.817
H13 4.005 2.513 -7.405
H14 4.084 4.051 -8.257
H15 3.417 2.650 -9.191
H16 1.456 5.677 -8.221
H17 0.392 4.632 -9.095
H18 2.024 4.719 -9.731
C7 4.935 3.696 -2.776
S4 5.040 1.967 -3.224
O4 5.094 1.053 -2.024
C8 3.444 1.990 -4.070
H19 4.695 4.384 -3.588
H20 5.840 4.002 -2.259
H21 4.058 3.897 -2.145
H22 3.354 2.834 -4.752
H23 2.616 2.021 -3.360
H24 3.395 1.062 -4.639
C9 3.299 5.649 4.009
S5 2.716 4.166 3.161
O5 1.347 3.836 3.724
C10 2.451 4.850 1.475
H25 2.749 5.675 4.953
H26 3.218 6.548 3.414
H27 4.302 5.453 4.394
H28 2.796 4.246 0.637
H29 2.956 5.812 1.369
H30 1.413 5.125 1.264
C11 -1.963 -0.325 -4.624
S6 -0.738 0.938 -5.170
O6 0.620 0.415 -4.820
C12 -0.818 0.756 -7.025
H31 -1.800 -0.611 -3.592
H32 -1.888 -1.169 -5.319
H33 -3.002 -0.060 -4.844
H34 0.197 0.851 -7.411
H35 -1.304 1.576 -7.559
H36 -1.297 -0.163 -7.359
C13 3.662 -3.143 -1.623
S7 5.157 -3.337 -0.587
O7 6.426 -3.302 -1.382
C14 5.092 -1.774 0.339
H37 3.599 -4.083 -2.167
H38 3.593 -2.293 -2.294
H39 2.811 -3.183 -0.937
H40 4.072 -1.824 0.719
H41 5.091 -0.959 -0.390
H42 5.887 -1.650 1.063
C15 8.878 4.357 -3.050
S8 8.662 4.014 -4.829
O8 9.393 2.717 -5.015
C16 9.732 5.296 -5.541
H43 9.932 4.454 -2.793
H44 8.290 3.560 -2.602
H45 8.491 5.331 -2.728
H46 10.667 5.396 -4.987
H47 9.214 6.248 -5.647
H48 10.063 4.981 -6.532
C17 7.329 1.906 0.948
S9 5.879 2.859 0.494
O9 4.713 2.473 1.340
C18 6.426 4.530 0.908
H49 7.958 1.752 0.069
H50 6.985 0.920 1.255
H51 7.983 2.373 1.687
H52 5.639 5.277 0.832
H53 7.148 4.864 0.159
H54 6.737 4.553 1.954
C19 2.808 -1.622 -6.569
S10 2.523 -3.182 -5.670
O10 3.516 -3.084 -4.527
C20 0.876 -2.854 -4.970
H55 2.385 -1.637 -7.579
H56 3.895 -1.626 -6.692
H57 2.444 -0.701 -6.115
H58 0.313 -3.775 -5.190
H59 0.256 -2.232 -5.623
H60 0.704 -2.617 -3.927
C21 2.528 0.654 0.494
S11 1.352 -0.720 0.683
O11 1.220 -1.057 2.142
C22 -0.115 0.250 0.202
H61 2.642 0.919 -0.555
H62 3.452 0.340 0.966
H63 2.171 1.507 1.073
H64 0.144 0.672 -0.782
H65 -0.205 1.203 0.737
H66 -1.108 -0.178 0.104
C23 3.231 7.525 -4.652
S12 5.037 7.616 -4.933
O12 5.590 6.761 -3.809
C24 5.045 6.513 -6.398
H67 2.976 6.473 -4.775
H68 2.723 8.179 -5.357
H69 3.061 7.772 -3.607
H70 4.694 5.516 -6.130
H71 6.063 6.472 -6.780
H72 4.378 6.881 -7.181

Mulliken population analysis, charges in e, atoms 1 to 99:
1 C -0.41
2 S 0.37
3 O -0.66
4 C -0.60
5 H -0.12
6 H 0.35
7 H 0.39
8 H 0.44
9 H 0.33
10 H -0.08
11 C -0.97
12 S 0.52
13 O -0.57
14 C -0.41
15 H 0.34
16 H 0.35
17 H 0.30
18 H 0.32
19 H 0.36
20 H -0.27
21 C -0.85
22 S 0.74
23 O -0.62
24 C -1.09
25 H 0.10
26 H 0.31
27 H 0.45
28 H 0.30
29 H 0.34
30 H 0.34
31 C -0.49
32 S 0.54
33 O -0.44
34 C -0.13
35 H 0.02
36 H 0.03
37 H 0.30
38 H -0.08
39 H 0.30
40 H -0.18
41 C -0.87
42 S 0.67
43 O -0.71
44 C -0.44
45 H 0.38
46 H 0.20
47 H 0.31
48 H 0.02
49 H -0.10
50 H 0.53
51 C -0.99
52 S 0.47
53 O -0.42
54 C -0.88
55 H 0.33
56 H 0.26
57 H 0.38
58 H 0.13
59 H 0.41
60 H 0.34
61 C -0.79
62 S 0.34
63 O -0.60
64 C -0.23
65 H 0.38
66 H 0.12
67 H 0.49
68 H 0.22
69 H -0.18
70 H 0.37
71 C -0.82
72 S 0.80
73 O -0.71
74 C -1.11
75 H 0.54
76 H 0.00
77 H 0.34
78 H 0.33
79 H 0.32
80 H 0.36
81 C -1.07
82 S 0.82
83 O -0.63
84 C -0.53
85 H 0.32
86 H 0.28
87 H 0.35
88 H -0.51
89 H 0.43
90 H 0.48
91 C -0.34
92 S 0.23
93 O -0.50
94 C -0.65
95 H 0.46
96 H 0.14
97 H -0.13
98 H 0.47
99 H -0.07

Arrangement x

Here is a cluster of 12 separate species, C24H72O12S12 in total from the OMol25 dataset. Energies are from wB97M-V/def2-TZVPD.

Output
- Kohn-Sham gap: 8.112 eV
- E_HOMO: -8.41 eV

CARTESIAN COORDINATES (ANGSTROEM)
C1 -25.249 -13.533 -7.619
S1 -23.746 -12.451 -7.356
O1 -22.470 -13.225 -6.912
C2 -23.662 -12.033 -9.142
H1 -25.986 -12.814 -7.977
H2 -25.578 -13.964 -6.673
H3 -25.176 -14.313 -8.376
H4 -23.953 -12.935 -9.680
H5 -22.643 -11.822 -9.467
H6 -24.339 -11.205 -9.354
C3 -18.560 -14.716 -16.547
S2 -19.717 -14.584 -15.147
O2 -20.672 -13.460 -15.575
C4 -18.616 -13.619 -13.965
H7 -17.571 -14.991 -16.181
H8 -18.446 -13.773 -17.081
H9 -18.936 -15.507 -17.197
H10 -19.250 -13.072 -13.268
H11 -17.981 -12.937 -14.530
H12 -17.858 -14.242 -13.490
C5 -27.091 -16.390 -15.837
S3 -28.398 -15.073 -15.903
O3 -29.715 -15.707 -16.390
C6 -28.490 -14.781 -14.087
H13 -26.310 -16.074 -15.144
H14 -26.837 -16.582 -16.879
H15 -27.563 -17.281 -15.424
H16 -28.029 -15.570 -13.493
H17 -29.541 -14.761 -13.797
H18 -28.034 -13.856 -13.733
C7 -29.743 -10.362 -10.468
S4 -29.594 -12.073 -11.155
O4 -29.048 -11.812 -12.564
C8 -28.200 -12.701 -10.180
H19 -28.870 -9.922 -9.984
H20 -30.441 -10.212 -9.645
H21 -30.122 -9.644 -11.195
H22 -28.193 -13.675 -10.670
H23 -28.427 -12.694 -9.113
H24 -27.315 -12.073 -10.281
C9 -22.726 -15.802 -17.348
S5 -22.463 -17.608 -17.031
O5 -22.512 -17.831 -15.559
C10 -23.988 -18.150 -17.881
H25 -21.992 -15.270 -16.744
H26 -23.712 -15.513 -16.984
H27 -22.737 -15.563 -18.411
H28 -23.933 -18.090 -18.968
H29 -24.773 -17.508 -17.481
H30 -24.126 -19.203 -17.632
C11 -21.522 -14.160 -11.453
S6 -21.329 -15.764 -10.638
O6 -19.907 -16.232 -10.728
C12 -21.643 -15.064 -8.997
H31 -22.450 -13.688 -11.133
H32 -21.573 -14.334 -12.527
H33 -20.639 -13.561 -11.231
H34 -22.697 -14.792 -8.949
H35 -21.089 -14.150 -8.783
H36 -21.474 -15.743 -8.162
C13 -23.272 -12.377 -20.003
S7 -21.567 -12.733 -19.398
O7 -20.708 -12.007 -20.420
C14 -21.765 -11.589 -17.933
H37 -24.064 -12.536 -19.272
H38 -23.590 -12.892 -20.910
H39 -23.312 -11.334 -20.318
H40 -22.367 -12.104 -17.185
H41 -22.200 -10.656 -18.292
H42 -20.809 -11.452 -17.427
C15 -21.630 -11.058 -13.199
S8 -20.259 -10.613 -12.070
O8 -19.139 -9.750 -12.762
C16 -21.200 -9.330 -11.016
H43 -22.273 -10.205 -13.417
H44 -22.303 -11.785 -12.745
H45 -21.240 -11.503 -14.114
H46 -22.036 -9.730 -10.442
H47 -21.522 -8.606 -11.764
H48 -20.520 -8.802 -10.348
C17 -25.143 -14.725 -12.055
S9 -25.155 -13.100 -12.877
O9 -24.348 -12.172 -11.980
C18 -24.105 -13.564 -14.271
H49 -25.507 -15.557 -12.657
H50 -25.807 -14.711 -11.191
H51 -24.194 -14.890 -11.544
H52 -23.082 -13.846 -14.024
H53 -23.916 -12.779 -15.003
H54 -24.463 -14.434 -14.821
C19 -29.723 -16.346 -9.150
S10 -28.034 -16.570 -8.441
O10 -27.143 -15.670 -9.277
C20 -28.005 -15.395 -7.084
H55 -30.511 -16.836 -8.578
H56 -29.636 -16.833 -10.121
H57 -29.844 -15.278 -9.334
H58 -28.815 -15.598 -6.384
H59 -28.065 -14.407 -7.541
H60 -27.114 -15.581 -6.485
C21 -25.757 -18.408 -10.614
S11 -24.164 -18.556 -11.590
O11 -23.575 -19.912 -11.273
C22 -25.016 -18.433 -13.236
H61 -25.632 -18.770 -9.593
H62 -26.379 -19.216 -10.998
H63 -26.273 -17.465 -10.793
H64 -25.611 -17.520 -13.231
H65 -25.596 -19.352 -13.330
H66 -24.264 -18.265 -14.006
C23 -26.958 -11.315 -15.664
S12 -26.214 -11.686 -17.340
O12 -25.592 -13.041 -17.354
C24 -27.824 -11.802 -18.172
H67 -26.074 -10.946 -15.144
H68 -27.407 -12.239 -15.301
H69 -27.587 -10.425 -15.629
H70 -28.411 -10.887 -18.095
H71 -28.341 -12.743 -17.982
H72 -27.582 -11.850 -19.234

Mulliken population analysis, charges in e, atoms 1 to 99:
1 C -0.55
2 S 0.28
3 O -0.58
4 C 0.04
5 H 0.24
6 H 0.40
7 H 0.03
8 H -0.57
9 H 0.13
10 H 0.49
11 C -1.09
12 S 0.58
13 O -0.45
14 C -0.62
15 H 0.44
16 H 0.30
17 H 0.33
18 H -0.26
19 H 0.38
20 H 0.50
21 C -0.71
22 S 0.61
23 O -0.72
24 C -0.60
25 H -0.17
26 H 0.34
27 H 0.49
28 H 0.23
29 H 0.48
30 H -0.11
31 C -1.09
32 S 0.43
33 O -0.53
34 C -0.61
35 H 0.31
36 H 0.40
37 H 0.36
38 H -0.17
39 H 0.46
40 H 0.41
41 C 0.11
42 S 0.32
43 O -0.53
44 C -0.36
45 H -0.30
46 H -0.09
47 H 0.44
48 H 0.36
49 H -0.31
50 H 0.39
51 C 0.50
52 S 0.72
53 O -0.74
54 C -0.69
55 H -0.87
56 H -0.48
57 H 0.66
58 H -0.16
59 H 0.36
60 H 0.54
61 C -0.68
62 S 0.51
63 O -0.67
64 C -0.50
65 H -0.06
66 H 0.40
67 H 0.39
68 H -0.13
69 H 0.46
70 H 0.29
71 C -0.25
72 S 0.52
73 O -0.67
74 C -0.91
75 H 0.53
76 H -0.29
77 H 0.11
78 H 0.21
79 H 0.34
80 H 0.38
81 C 1.77
82 S 0.94
83 O -0.51
84 C 0.27
85 H -1.16
86 H -0.24
87 H -0.31
88 H -0.36
89 H 0.35
90 H -0.45
91 C -0.80
92 S 0.37
93 O -0.42
94 C -0.74
95 H 0.41
96 H 0.31
97 H 0.12
98 H 0.51
99 H 0.03

Which structure is the least stable? The one labeled arrangement x.

Arrangement w

Here is a structure of composition C2H4O4S from the OMol25 dataset. Energies are from wB97M-V/def2-TZVPD.

Output
- Kohn-Sham gap: 8.880 eV
- E_HOMO: -9.84 eV

CARTESIAN COORDINATES (ANGSTROEM)
C1 0.021 -1.316 -1.187
C2 0.238 -1.424 0.056
O1 -0.203 1.420 1.742
O2 -1.920 -0.039 0.871
O3 1.045 1.399 -0.551
O4 0.315 -1.433 1.237
S1 -1.040 0.269 1.987
H1 -0.938 -1.482 -1.581
H2 0.887 -1.196 -1.919
H3 1.211 2.304 -0.939
H4 0.385 1.498 0.285

Mulliken charges, unit e, in atom order:
1 C -0.69
2 C 0.79
3 O -0.51
4 O -0.42
5 O -0.64
6 O -0.49
7 S 0.75
8 H 0.29
9 H 0.21
10 H 0.28
11 H 0.44

Arrangement x

Here is a cluster of 3 separate species, C2H4O4S in total from the OMol25 dataset. Energies are from wB97M-V/def2-TZVPD.

Output
- Kohn-Sham gap: 8.453 eV
- E_HOMO: -9.90 eV

CARTESIAN COORDINATES (ANGSTROEM)
C1 -0.968 -3.043 -0.291
C2 -1.332 -1.925 -0.514
O1 1.866 -1.294 0.472
O2 2.217 1.082 0.078
O3 -1.112 2.271 0.028
O4 0.061 3.073 0.108
S1 2.770 -0.211 0.428
H1 -0.609 -3.932 -0.073
H2 0.716 2.410 0.005
H3 -1.899 -1.073 -0.942
H4 -1.710 2.642 0.700

Mulliken charges, unit e, in atom order:
1 C -0.26
2 C -0.52
3 O -0.27
4 O -0.44
5 O -0.33
6 O -0.32
7 S 0.62
8 H 0.47
9 H 0.41
10 H 0.32
11 H 0.32

Which structure is the least stable? The one labeled arrangement x.